No. 1
Formula: C33H30F3N2O8PbS3Sb
Source: the OMol25 dataset
Level of theory: ωB97M-V with the def2-TZVPD basis set

DFT total energy = -3914.11836 a.u.
Energy relative to the best compared isomer or geometry (same formula, charge and spin) = 301.59 kJ/mol

Last column: Mulliken charge in e.
Cartesian coordinates (Å):
Pb1 -0.991 -0.176 -0.645  1.21
N1 -0.871 -2.111 -2.299  -0.47
C1 -0.918 -3.362 -1.518  -0.59
C2 -2.009 -3.307 -0.447  0.31
O1 -2.560 -4.350 -0.095  -0.73
N2 -2.235 -2.073 0.040  -0.11
C3 -3.244 -2.019 1.082  -0.67
C4 -3.150 -0.672 1.752  0.47
O2 -3.403 -0.695 3.065  -0.42
O3 -2.832 0.337 1.154  -0.63
H1 -0.024 -2.034 -2.851  0.21
H2 -1.667 -2.062 -2.925  0.27
H3 -1.087 -4.243 -2.130  0.38
H4 0.039 -3.485 -1.007  0.22
H5 -4.257 -2.136 0.683  0.30
H6 -3.112 -2.804 1.822  0.46
C5 -2.979 3.585 -2.633  -0.82
C6 -3.224 2.192 -3.184  -0.85
S1 -1.810 1.073 -3.365  0.08
C7 -0.364 1.935 -4.051  -0.87
C8 0.316 3.068 -3.298  -1.32
S2 0.703 2.654 -1.577  0.58
C9 0.354 4.225 -0.771  0.34
C10 -1.072 4.784 -0.939  -1.44
S3 -2.428 3.574 -0.897  0.16
H7 -3.922 4.129 -2.682  0.51
H8 -2.255 4.127 -3.235  0.30
H9 -3.720 2.259 -4.150  0.52
H10 -3.874 1.634 -2.507  0.35
H11 -0.627 2.266 -5.057  0.53
H12 0.339 1.103 -4.143  0.39
H13 -0.276 3.979 -3.316  0.34
H14 1.258 3.271 -3.807  0.60
H15 1.076 4.966 -1.123  0.63
H16 0.579 4.029 0.280  -0.93
H17 -1.165 5.335 -1.873  0.59
H18 -1.264 5.496 -0.138  0.54
O4 5.612 -1.101 0.128  -0.57
C11 4.468 -0.793 -0.059  0.17
C12 3.769 -0.614 -1.407  0.11
O5 4.298 -0.485 -2.475  -0.60
C13 2.300 -0.517 -1.109  0.40
C14 2.156 -0.457 0.311  0.60
O6 1.040 -0.244 0.948  -0.55
C15 3.410 -0.502 0.957  0.51
O7 3.580 -0.265 2.185  -0.74
O8 1.372 -0.461 -1.935  -0.60
F1 3.303 1.713 9.087  -0.33
C16 2.938 1.490 7.813  0.33
C17 1.653 1.813 7.426  -0.77
C18 1.281 1.572 6.106  -0.23
C19 2.202 1.035 5.201  0.15
C20 3.485 0.707 5.632  -0.54
C21 3.862 0.940 6.948  -0.56
Sb1 1.595 0.680 3.162  1.65
C22 -0.546 1.072 3.290  0.55
C23 -1.064 2.255 2.679  0.19
C24 -2.402 2.650 2.932  -0.62
C25 -3.236 1.759 3.498  0.14
F2 -4.511 2.067 3.720  -0.37
C26 -2.850 0.388 3.916  0.03
C27 -1.360 0.231 3.980  -1.71
C28 2.180 2.596 2.437  0.06
C29 1.901 3.711 3.233  -0.09
C30 2.225 4.991 2.807  -0.96
C31 2.832 5.136 1.574  0.64
F3 3.124 6.375 1.144  -0.39
C32 3.136 4.063 0.767  -0.82
C33 2.802 2.787 1.205  -0.20
H19 0.963 2.238 8.147  0.44
H20 0.266 1.800 5.795  0.32
H21 4.201 0.272 4.942  0.48
H22 4.854 0.696 7.310  0.43
H23 -0.445 2.851 2.018  0.14
H24 -2.788 3.612 2.611  0.42
H25 -3.328 0.136 4.858  0.44
H26 -0.970 -0.592 4.574  0.51
H27 1.428 3.588 4.203  0.36
H28 2.018 5.864 3.415  0.48
H29 3.614 4.223 -0.193  0.41
H30 3.033 1.949 0.561  0.23

No. 2
Formula: C33H30FeN4OSeSi2
Source: the OMol25 dataset
Level of theory: ωB97M-V with the def2-TZVPD basis set

Total charge = +1
⟨S²⟩ = 8.7605
2S+1 = 6
DFT total energy = -5813.81775 a.u.

Last column: Löwdin spin population.
Cartesian coordinates (Å):
Fe1 0.052 -0.529 -1.130  4.04
Se1 -6.420 -1.076 -5.387  0.00
N1 -5.314 -2.273 -4.717  0.00
C1 -4.363 -1.622 -4.095  0.00
C2 -3.276 -2.260 -3.383  0.00
C3 -3.157 -3.645 -3.274  0.01
C4 -2.106 -4.172 -2.552  0.00
C5 -1.206 -3.301 -1.958  0.01
N2 -1.305 -1.979 -2.052  0.07
C6 -2.323 -1.445 -2.758  0.01
C7 -2.394 0.002 -2.842  0.01
N3 -1.393 0.715 -2.281  0.06
C8 -1.433 2.041 -2.357  0.01
C9 -2.477 2.743 -2.942  0.00
C10 -3.512 2.031 -3.510  0.00
C11 -3.463 0.637 -3.489  0.00
C12 -4.469 -0.189 -4.124  0.00
N4 -5.505 0.292 -4.764  0.00
H1 -3.895 -4.274 -3.754  0.00
H2 -1.984 -5.240 -2.445  0.00
H3 -0.372 -3.672 -1.375  0.00
H4 -0.591 2.570 -1.930  0.00
H5 -2.466 3.822 -2.949  0.00
H6 -4.357 2.520 -3.976  0.00
C13 2.436 -2.265 -3.192  0.06
Si1 2.228 -0.689 -2.157  0.30
C14 3.542 -0.568 -0.812  0.05
C15 2.277 0.856 -3.268  0.07
H7 3.432 -2.252 -3.644  0.01
H8 1.707 -2.337 -4.001  0.00
H9 2.362 -3.169 -2.586  0.00
H10 4.534 -0.665 -1.262  0.01
H11 3.428 -1.350 -0.061  0.00
H12 3.495 0.391 -0.295  0.00
H13 3.268 0.921 -3.725  0.01
H14 2.119 1.772 -2.695  0.00
H15 1.540 0.822 -4.073  0.00
O1 0.276 -0.515 0.763  0.21
Si2 0.623 0.195 2.159  0.03
C16 -0.796 0.106 3.393  0.00
C17 -0.564 0.283 4.756  0.00
C18 -1.619 0.285 5.659  0.00
C19 -2.919 0.102 5.209  0.00
C20 -3.161 -0.087 3.856  0.00
C21 -2.106 -0.085 2.955  0.00
C22 2.188 -0.538 2.924  0.00
C23 3.427 0.065 2.710  0.00
C24 4.596 -0.532 3.161  0.00
C25 4.543 -1.751 3.821  0.00
C26 3.315 -2.353 4.059  0.00
C27 2.146 -1.746 3.622  0.00
C28 0.962 2.035 1.794  0.00
C29 0.910 2.501 0.481  0.01
C30 1.147 3.833 0.173  0.00
C31 1.437 4.731 1.188  0.00
C32 1.493 4.288 2.502  0.00
C33 1.262 2.952 2.799  0.00
H16 0.448 0.413 5.125  0.00
H17 -1.425 0.426 6.715  0.00
H18 -3.742 0.107 5.912  0.00
H19 -4.173 -0.236 3.501  0.00
H20 -2.296 -0.237 1.898  0.00
H21 3.479 1.019 2.196  0.00
H22 5.548 -0.042 2.995  0.00
H23 5.455 -2.228 4.155  0.00
H24 3.267 -3.298 4.587  0.00
H25 1.190 -2.216 3.827  0.00
H26 0.684 1.788 -0.311  0.01
H27 1.112 4.181 -0.854  0.00
H28 1.618 5.773 0.958  0.00
H29 1.719 4.988 3.297  0.00
H30 1.318 2.630 3.833  0.00

No. 3
Formula: C33H30I2IrNO2P2
Source: the OMol25 dataset
Level of theory: ωB97M-V with the def2-TZVPD basis set

Total charge = +2
DFT total energy = -2862.55219 a.u.
Energy relative to the best compared isomer or geometry (same formula, charge and spin) = 600.36 kJ/mol

Last column: Mulliken charge in e.
Cartesian coordinates (Å):
Ir1 -1.513 -0.090 -0.611  1.53
C1 -4.713 -2.308 -2.408  -1.71
C2 -3.595 -2.052 -1.451  1.34
O1 -3.148 -0.881 -1.438  -0.42
C3 -3.107 -3.109 -0.602  0.20
C4 -3.654 -4.402 -0.668  -0.76
C5 -3.262 -5.394 0.201  -0.94
C6 -2.301 -5.125 1.184  -0.65
C7 -1.716 -3.891 1.262  -0.46
C8 -2.077 -2.846 0.369  0.39
O2 -1.447 -1.731 0.510  -0.71
H1 -4.958 -1.373 -2.903  0.34
H2 -5.593 -2.682 -1.890  0.47
H3 -4.411 -3.040 -3.157  0.44
H4 -4.397 -4.617 -1.420  0.47
H5 -3.693 -6.379 0.130  0.43
H6 -2.012 -5.894 1.883  0.47
H7 -0.955 -3.667 1.993  0.57
C9 -0.570 2.127 -1.061  -0.89
N1 0.274 1.081 -0.485  -0.26
P1 0.745 0.973 1.221  0.58
C10 -0.775 1.628 1.999  0.58
C11 -1.634 0.679 2.555  -0.17
C12 -2.786 1.083 3.207  -0.83
C13 -3.110 2.430 3.262  -0.71
C14 -2.257 3.374 2.712  -0.78
C15 -1.069 2.986 2.118  -0.50
C16 1.888 2.380 1.452  1.10
C17 2.056 3.453 0.584  -0.02
C18 2.870 4.509 0.955  -1.08
C19 3.525 4.494 2.176  -0.61
C20 3.375 3.413 3.035  -0.71
C21 2.571 2.350 2.666  -0.89
P2 0.729 -0.183 -1.649  0.19
C22 1.737 -1.294 -0.641  0.54
C23 2.884 -0.837 0.008  -0.12
C24 3.601 -1.713 0.801  -0.85
C25 3.204 -3.038 0.912  -0.66
C26 2.092 -3.499 0.225  -0.68
C27 1.352 -2.625 -0.550  -0.39
C28 1.939 0.487 -2.839  0.83
C29 2.647 1.675 -2.707  0.00
C30 3.604 1.996 -3.654  -0.75
C31 3.846 1.149 -4.725  -0.55
C32 3.140 -0.039 -4.850  -0.71
C33 2.178 -0.367 -3.917  -0.76
H8 -0.803 2.902 -0.330  0.46
H9 -1.551 1.692 -1.423  0.09
H10 -0.095 2.578 -1.936  0.49
H11 -1.364 -0.366 2.508  0.49
H12 -3.414 0.350 3.691  0.67
H13 -4.024 2.750 3.739  0.43
H14 -2.517 4.420 2.751  0.47
H15 -0.376 3.735 1.758  0.43
H16 1.542 3.491 -0.364  0.31
H17 2.984 5.353 0.290  0.48
H18 4.152 5.326 2.460  0.41
H19 3.887 3.400 3.986  0.46
H20 2.454 1.500 3.326  0.44
H21 3.216 0.185 -0.118  0.56
H22 4.472 -1.364 1.332  0.47
H23 3.770 -3.714 1.532  0.44
H24 1.797 -4.534 0.295  0.49
H25 0.481 -2.966 -1.092  0.46
H26 2.485 2.331 -1.865  0.21
H27 4.167 2.910 -3.553  0.46
H28 4.587 1.414 -5.462  0.42
H29 3.341 -0.701 -5.677  0.43
H30 1.618 -1.289 -4.008  0.37
I1 -5.236 0.070 1.056  0.08
I2 -7.078 1.339 3.313  0.07